No. 1
This record from OMol25 describes a structure of composition C26H32AgF6N2O3PS2. The level of theory is wB97M-V/def2-TZVPD.

Charge: +1
HOMO energy (spin up / spin down) (eV): -12.0 / -12.0
Frontier orbital gap (spin up / spin down) (eV): 9.64 / 6.14
Energy above the lowest of the compared OMol25 structures with the same formula, charge and spin (kJ/mol): 0.48
Expectation value of S²: 0.774
Multiplicity: 2
DFT total energy (a.u.): -3229.035260

Last column: Löwdin charge in e.
Geometry (Å):
Ag: -0.499 0.671 1.783  0.82
O: -2.284 -0.259 0.622  -0.59
S: -2.632 -0.094 -0.844  1.05
C: -1.335 -0.955 -1.762  -0.33
C: -1.456 -2.474 -1.736  -0.20
C: -1.320 -3.116 -0.355  -0.16
C: 0.023 -2.831 0.310  -0.18
S: -0.167 -3.439 2.841  1.25
O: -0.193 -2.356 1.684  -0.49
C: -1.453 -3.008 3.838  -0.48
C: -2.438 -2.066 3.482  -0.05
C: -3.431 -1.790 4.388  -0.03
C: -3.453 -2.432 5.628  0.00
C: -2.482 -3.373 5.975  -0.04
C: -1.475 -3.666 5.092  -0.07
C: -2.143 1.580 -1.258  -0.39
C: -1.942 1.986 -2.573  -0.08
C: -1.566 3.295 -2.827  -0.07
C: -1.398 4.193 -1.779  -0.06
C: -1.634 3.790 -0.475  -0.05
C: -2.022 2.482 -0.211  -0.11
H: -0.389 -0.605 -1.352  0.06
H: -1.397 -0.599 -2.790  0.08
H: -0.675 -2.853 -2.400  0.12
H: -2.409 -2.775 -2.175  0.12
H: -1.470 -4.192 -0.447  0.12
H: -2.105 -2.739 0.303  0.10
H: 0.571 -2.013 -0.156  0.11
H: 0.682 -3.700 0.335  0.12
H: -2.403 -1.572 2.520  0.08
H: -4.190 -1.060 4.144  0.13
H: -4.233 -2.189 6.338  0.12
H: -2.511 -3.852 6.943  0.12
H: -0.693 -4.369 5.352  0.12
H: -2.080 1.304 -3.402  0.11
H: -1.407 3.616 -3.847  0.11
H: -1.101 5.213 -1.985  0.11
H: -1.533 4.491 0.343  0.12
H: -2.260 2.181 0.802  0.09
C: 2.422 3.294 -3.319  -0.06
C: 3.304 2.061 -3.203  -0.19
N: 2.600 0.818 -3.513  -0.04
C: 2.252 0.542 -4.909  -0.18
C: 0.776 0.757 -5.209  -0.06
C: 2.238 -0.086 -2.588  -0.43
O: 1.651 -1.133 -2.853  0.06
C: 2.508 0.214 -1.139  -0.14
C: 3.591 -0.314 -0.446  0.01
C: 3.658 -0.131 0.924  -0.02
C: 2.613 0.513 1.572  -0.11
N: 1.562 1.006 0.909  0.00
C: 1.540 0.892 -0.422  -0.10
H: 2.993 4.187 -3.062  0.08
H: 1.565 3.227 -2.645  0.06
H: 2.048 3.422 -4.335  0.07
H: 3.713 1.985 -2.198  0.11
H: 4.156 2.139 -3.883  0.13
H: 2.528 -0.489 -5.129  0.13
H: 2.871 1.194 -5.526  0.12
H: 0.173 0.058 -4.630  0.06
H: 0.580 0.581 -6.267  0.08
H: 0.469 1.775 -4.968  0.06
H: 4.363 -0.863 -0.971  0.13
H: 4.493 -0.506 1.498  0.12
H: 2.591 0.629 2.647  0.10
H: 0.692 1.345 -0.930  0.11
F: -1.257 0.594 4.085  -0.22
P: 0.154 0.365 4.947  0.17
F: 1.535 0.101 5.683  -0.11
F: 0.836 1.501 4.000  -0.19
F: -0.305 1.459 5.992  -0.10
F: 0.568 -0.749 3.780  -0.24
F: -0.575 -0.812 5.764  -0.12

No. 2
This record from OMol25 describes a cluster of 3 separate species, C5H12O2 in total at a distorted geometry. The level of theory is wB97M-V/def2-TZVPD.

HOMO energy (spin up / spin down) (eV): -6.5 / -6.5
Frontier orbital gap (spin up / spin down) (eV): 6.14 / 6.13
Energy above the lowest of the compared OMol25 structures with the same formula, charge and spin (kJ/mol): 526.98
DFT total energy (a.u.): -348.004101

Last column: Löwdin charge in e.
Geometry (Å):
C: 1.544 -1.510 -0.988  -0.14
C: 0.903 2.579 0.282  -0.10
C: 0.394 1.262 0.865  -0.37
O: 0.348 -0.745 -1.016  -0.20
O: 0.145 1.177 2.044  -0.05
H: 2.376 -0.972 -1.454  0.09
H: 1.880 -1.762 0.026  0.09
H: 1.425 -2.443 -1.540  0.08
H: 0.220 2.886 -0.514  0.06
H: 0.992 3.355 1.047  0.06
H: 1.868 2.386 -0.195  0.06
C: -1.006 -1.235 0.450  0.07
C: -2.269 -0.588 0.024  -0.10
H: -3.115 -1.157 0.436  0.10
H: -0.889 -2.281 0.188  0.09
H: -0.548 -0.900 1.371  0.07
H: 0.444 0.119 -0.350  0.04
H: -2.377 -0.607 -1.062  0.09
H: -2.335 0.436 0.384  0.08

No. 3
This record from OMol25 describes a cluster of 4 separate species, C3H12O4S in total at a distorted geometry. The level of theory is wB97M-V/def2-TZVPD.

HOMO energy (eV): -9.5
Frontier orbital gap (eV): 9.77
SMILES: O=CCCS.O.O.O
Energy above the lowest of the compared OMol25 structures with the same formula, charge and spin (kJ/mol): 25.45
DFT total energy (a.u.): -820.625068

Last column: Löwdin charge in e.
Geometry (Å):
O: -1.611 1.743 2.104  0.06
C: -0.577 1.147 1.969  -0.26
C: 0.197 1.245 0.655  -0.24
C: -0.753 1.624 -0.484  -0.51
S: 0.156 1.516 -2.093  0.72
H: -0.099 0.520 2.748  0.13
H: 0.696 0.281 0.540  0.07
H: 1.007 1.978 0.709  0.12
H: -1.589 0.934 -0.546  0.06
H: -1.090 2.652 -0.412  0.07
H: -0.355 0.349 -2.492  -0.14
O: 0.756 -2.356 0.860  -0.06
H: 0.440 -2.410 -0.039  0.01
H: 1.521 -1.793 0.670  0.02
O: -1.856 -1.548 -0.054  -0.05
H: -0.893 -1.491 0.004  -0.01
H: -2.110 -1.483 0.868  0.05
O: 2.096 -1.083 -1.286  -0.07
H: 1.964 -0.193 -1.646  -0.02
H: 2.100 -1.630 -2.074  0.05